Entry 1:
The following is a quantum chemistry calculation of a structure of composition H8O4 in a non-equilibrium geometry, from OMol25.

Summary:
LUMO in eV: 0.241
ΔE to the lowest compared entry with this formula, charge and spin in kcal/mol: 79.97
Calculated total energy in a.u.: -305.6518

XYZ file:
```
12
Properties=species:S:1:pos:R:3:lowdin_charge:R:1
O -0.79 -0.90 1.95 -0.065
H -0.19 -1.50 2.39 0.046
H -0.79 -1.20 1.04 -0.002
O -0.43 -0.29 -0.34 -0.108
H -1.26 -0.25 -0.81 0.101
H 0.21 0.11 -0.92 -0.108
O 0.04 1.37 1.08 -0.091
H -0.76 1.59 0.61 0.032
H 0.16 0.43 0.92 -0.036
O 0.95 0.42 -1.90 0.033
H 1.21 -0.40 -1.48 0.092
H 1.65 0.60 -2.53 0.106
```



Entry 2:
The following is a quantum chemistry calculation of a structure of composition C3H3CrNO4S2 in a non-equilibrium geometry, from OMol25.

Summary:
LUMO (spin up / spin down) in eV: -13.208 / -12.226
Expectation value of S²: 2.01
Charge: +2
Calculated total energy in a.u.: -2311.7361
Multiplicity: 3

XYZ file:
```
14
Properties=species:S:1:pos:R:3:mulliken_spin:R:1
O 1.45 -1.56 1.94 -0.019
S 0.35 -1.05 1.09 -0.005
O -0.88 -1.72 1.38 -0.006
O 0.32 0.55 1.28 0.000
C -0.53 0.98 0.15 0.001
C -0.49 -0.13 -0.95 0.000
N -0.43 0.35 -2.32 -0.001
C 0.67 0.84 -2.52 0.001
S 1.75 1.89 -2.88 -0.002
O 0.62 -0.99 -0.50 -0.001
H -1.56 0.98 0.55 0.000
H -0.17 1.98 -0.10 0.000
H -1.41 -0.74 -0.91 0.000
Cr 0.29 -1.39 3.81 2.033
```



Entry 3:
The following is a quantum chemistry calculation of a cluster of 2 separate species, C6H11NO7 in total in a non-equilibrium geometry, from OMol25.

Summary:
LUMO (spin up / spin down) in eV: -0.940 / -4.336
ΔE to the lowest compared entry with this formula, charge and spin in kcal/mol: 26.17
Calculated total energy in a.u.: -816.3003

XYZ file:
```
25
Properties=species:S:1:pos:R:3:lowdin_charge:R:1
N 3.18 -3.81 -3.10 -0.498
O 2.74 -4.95 -3.43 0.181
O 2.48 -3.01 -2.45 0.121
O 4.35 -3.50 -3.48 0.178
C 0.05 3.60 -0.18 0.026
C -0.79 2.46 0.29 -0.496
O -1.98 2.56 0.56 0.076
O -0.09 1.30 0.36 0.022
C -0.76 0.10 0.90 -0.502
C -1.21 0.33 2.34 -0.005
C -1.91 -0.33 0.03 -0.017
C 0.31 -0.98 0.76 -0.097
O 0.91 -0.65 -0.52 -0.097
O 1.51 -1.76 -1.03 -0.023
H 1.07 3.30 -0.43 0.089
H -0.44 4.05 -1.04 0.094
H 0.06 4.36 0.61 0.094
H -1.66 -0.59 2.75 0.098
H -0.35 0.61 2.97 0.096
H -1.96 1.12 2.36 0.086
H -2.31 -1.27 0.40 0.100
H -2.69 0.43 0.07 0.086
H -1.56 -0.47 -1.00 0.105
H 1.10 -0.87 1.52 0.141
H -0.06 -2.01 0.74 0.142
```



Entry 4:
The following is a quantum chemistry calculation of a cluster of 14 separate species, C64H156N8O14 in total in a non-equilibrium geometry, from OMol25.

Summary:
LUMO in eV: 0.292
ΔE to the lowest compared entry with this formula, charge and spin in kcal/mol: 0.00
Calculated total energy in a.u.: -4023.0794

XYZ file:
```
242
Properties=species:S:1:pos:R:3:lowdin_charge:R:1
C -5.61 0.63 0.97 -0.068
C -4.48 0.00 1.78 -0.272
O -4.35 0.70 3.05 -0.144
H -5.38 1.70 0.80 0.077
H -6.51 0.63 1.57 0.070
H -5.73 0.12 0.05 0.063
H -3.43 0.12 1.32 0.108
H -4.76 -1.06 1.95 0.101
H -4.88 0.22 3.72 0.050
C -7.21 -0.13 5.40 -0.067
C -5.89 -0.64 6.09 -0.288
O -5.02 -1.03 5.04 -0.120
H -7.54 -0.74 4.52 0.088
H -6.94 0.80 4.96 0.041
H -8.08 0.03 6.02 0.067
H -6.08 -1.48 6.87 0.135
H -5.52 0.24 6.60 0.097
H -4.13 -1.27 5.44 0.131
C -3.83 3.98 -5.29 -0.089
C -3.16 5.18 -4.63 -0.265
O -1.74 4.84 -4.61 -0.121
H -4.23 3.23 -4.55 0.077
H -3.19 3.52 -5.99 0.048
H -4.80 4.29 -5.79 0.086
H -3.43 5.31 -3.62 0.084
H -3.36 6.10 -5.22 0.115
H -1.23 5.53 -4.17 0.028
C -3.24 6.21 0.60 -0.048
C -4.48 5.32 0.24 -0.346
O -5.48 5.45 1.16 -0.071
H -2.46 6.12 -0.13 0.055
H -2.90 5.90 1.57 0.054
H -3.60 7.22 0.72 0.069
H -4.19 4.29 0.06 0.078
H -4.92 5.55 -0.67 0.084
H -5.32 4.75 1.81 0.036
C -3.43 3.55 5.07 -0.088
C -4.55 4.01 4.19 -0.285
O -4.47 3.58 2.84 -0.113
H -3.15 2.51 4.94 0.061
H -3.73 3.58 6.15 0.089
H -2.57 4.21 5.09 0.070
H -4.60 5.12 4.26 0.136
H -5.47 3.62 4.61 0.104
H -4.24 2.63 2.84 0.050
C 2.41 7.04 -2.95 -0.099
C 1.15 6.30 -2.69 -0.325
O 0.06 6.87 -3.43 -0.096
H 2.71 6.86 -3.97 0.076
H 3.25 6.59 -2.38 0.091
H 2.21 8.06 -2.62 0.087
H 0.87 6.43 -1.65 0.108
H 1.27 5.17 -2.91 0.130
H 0.52 7.21 -4.22 0.091
C 0.45 -5.37 -7.67 -0.037
C -0.35 -4.11 -7.34 -0.500
C -1.47 -3.95 -8.45 -0.111
C -2.46 -2.85 -8.03 -0.192
C -3.19 -3.25 -6.80 -0.139
C -2.18 -3.48 -5.63 -0.479
N -1.12 -4.38 -6.09 -0.059
O -0.18 -4.58 -5.01 -0.060
C -1.73 -2.14 -5.01 -0.022
C -2.89 -4.26 -4.49 -0.028
C 0.57 -2.89 -7.26 -0.032
H 1.06 -5.05 -8.60 0.109
H -0.12 -6.27 -7.96 0.090
H 1.05 -5.65 -6.85 0.056
H -0.93 -3.86 -9.44 0.131
H -1.94 -4.89 -8.59 0.095
H -3.18 -2.63 -8.81 0.106
H -1.94 -1.87 -7.88 0.115
H -3.70 -4.17 -7.00 0.118
H -3.91 -2.50 -6.51 0.119
H -2.29 -1.72 -4.17 0.089
H -0.68 -2.13 -4.68 0.064
H -1.72 -1.36 -5.76 0.053
H -3.09 -5.28 -4.81 0.083
H -2.34 -4.33 -3.57 0.049
H -3.83 -3.71 -4.31 0.091
H 1.18 -2.81 -8.17 0.096
H 1.31 -3.14 -6.52 0.081
H 0.08 -1.95 -7.10 0.039
H 0.10 -3.74 -4.64 0.048
C -0.59 -1.57 5.58 -0.056
C 0.81 -1.30 6.08 -0.537
C 1.69 -2.56 5.89 -0.139
C 3.17 -2.28 6.12 -0.155
C 3.55 -1.18 5.06 -0.119
C 2.77 0.13 5.26 -0.486
N 1.33 -0.17 5.34 -0.075
O 0.57 0.96 5.75 -0.037
C 3.27 0.80 6.55 -0.030
C 3.03 1.09 4.05 -0.027
C 0.61 -1.16 7.63 -0.028
H -0.94 -2.43 6.18 0.093
H -0.56 -1.90 4.51 0.085
H -1.20 -0.69 5.76 0.076
H 1.35 -3.33 6.59 0.119
H 1.62 -2.99 4.87 0.112
H 3.82 -3.11 5.93 0.095
H 3.38 -1.99 7.19 0.118
H 3.40 -1.66 4.13 0.078
H 4.61 -0.97 5.01 0.120
H 4.30 1.15 6.53 0.084
H 2.76 1.76 6.67 0.088
H 3.15 0.10 7.38 0.060
H 4.07 1.47 4.14 0.094
H 2.80 0.62 3.07 0.075
H 2.50 2.03 4.12 0.060
H 0.27 -2.06 8.10 0.075
H -0.17 -0.35 7.75 0.102
H 1.55 -0.85 8.08 0.056
H 0.10 1.20 4.93 0.057
C 2.07 -5.04 -2.79 -0.018
C 1.41 -4.86 -1.42 -0.519
C 1.21 -6.29 -0.88 -0.133
C 0.76 -6.36 0.61 -0.168
C 1.84 -5.61 1.37 -0.154
C 2.04 -4.18 0.89 -0.518
N 2.32 -4.16 -0.53 -0.054
O 2.30 -2.81 -1.04 -0.073
C 0.82 -3.37 1.39 -0.030
C 3.27 -3.54 1.56 -0.030
C 0.00 -4.22 -1.53 0.001
H 3.06 -5.38 -2.70 0.070
H 2.05 -4.11 -3.38 0.063
H 1.36 -5.77 -3.27 0.102
H 0.49 -6.83 -1.51 0.121
H 2.17 -6.87 -1.02 0.136
H 0.80 -7.42 0.85 0.110
H -0.22 -5.97 0.85 0.089
H 2.81 -6.17 1.31 0.134
H 1.58 -5.57 2.46 0.133
H -0.09 -3.84 1.08 0.025
H 0.76 -3.16 2.48 0.089
H 0.76 -2.42 0.86 0.056
H 3.44 -3.92 2.56 0.073
H 4.14 -3.77 0.86 0.101
H 3.12 -2.46 1.62 0.065
H -0.61 -4.53 -0.68 0.051
H -0.45 -4.53 -2.45 0.051
H 0.16 -3.15 -1.59 0.075
H 3.23 -2.64 -1.26 0.053
C -1.00 3.01 -1.61 -0.019
C -1.52 1.76 -0.92 -0.573
C -0.79 0.56 -1.46 -0.127
C 0.58 0.25 -0.76 -0.131
C 0.23 0.17 0.78 -0.124
C -0.34 1.56 1.26 -0.454
N -1.60 1.81 0.50 -0.059
O -2.07 3.11 0.85 -0.022
C -0.70 1.22 2.73 -0.039
C 0.71 2.68 1.25 -0.018
C -2.93 1.64 -1.40 -0.035
H 0.00 3.32 -1.33 0.062
H -1.60 3.82 -1.19 0.080
H -1.01 2.98 -2.72 0.078
H -1.38 -0.36 -1.22 0.133
H -0.63 0.64 -2.54 0.099
H 1.38 1.07 -0.94 0.113
H 0.91 -0.75 -1.10 0.081
H 1.02 -0.22 1.39 0.088
H -0.57 -0.56 0.91 0.101
H 0.13 0.52 3.01 0.071
H -0.72 2.15 3.36 0.096
H -1.66 0.66 2.88 0.090
H 0.26 3.66 1.34 0.074
H 1.48 2.52 2.05 0.078
H 1.23 2.75 0.25 0.065
H -2.85 1.38 -2.44 0.076
H -3.66 2.46 -1.27 0.093
H -3.36 0.71 -1.00 0.079
H -2.79 3.00 1.47 0.067
C 6.29 -1.55 0.41 -0.021
C 5.33 -1.02 -0.69 -0.446
C 5.87 0.31 -1.08 -0.235
O 5.77 1.26 -0.04 -0.166
C 4.38 1.68 0.15 -0.076
N 5.12 -1.88 -1.84 0.059
H 7.24 -1.86 -0.04 0.088
H 5.86 -2.38 0.94 0.045
H 6.45 -0.72 1.10 0.087
H 4.31 -0.93 -0.28 0.113
H 5.53 0.72 -2.05 0.120
H 6.95 0.20 -1.16 0.130
H 4.22 2.20 1.10 0.065
H 3.73 0.83 0.23 0.061
H 4.03 2.38 -0.61 0.087
H 4.91 -1.21 -2.58 0.065
H 5.98 -2.26 -2.19 0.075
C 3.78 7.37 2.02 -0.090
C 4.67 6.21 1.95 -0.453
C 5.92 6.53 2.78 -0.256
O 6.64 7.63 2.36 -0.173
C 7.70 8.03 3.20 -0.102
N 4.06 4.89 2.29 0.059
H 3.64 7.71 3.08 0.101
H 2.76 7.10 1.71 0.075
H 4.05 8.14 1.29 0.087
H 4.93 6.24 0.90 0.129
H 6.57 5.56 2.89 0.147
H 5.54 6.62 3.82 0.116
H 8.59 7.47 2.92 0.086
H 7.44 7.92 4.25 0.091
H 7.98 9.05 3.04 0.078
H 4.01 4.25 1.47 0.058
H 3.17 4.98 2.72 0.053
C -3.61 -4.04 0.18 -0.023
C -3.55 -3.94 1.74 -0.440
C -3.46 -5.31 2.39 -0.233
O -4.67 -5.97 2.12 -0.190
C -4.59 -7.37 2.45 -0.101
N -2.45 -3.11 2.18 0.065
H -4.26 -4.80 -0.24 0.078
H -2.57 -4.11 -0.13 0.049
H -3.99 -3.07 -0.18 0.071
H -4.52 -3.55 2.09 0.126
H -3.26 -5.09 3.47 0.134
H -2.66 -5.96 1.96 0.128
H -3.81 -7.95 1.93 0.090
H -5.60 -7.74 2.20 0.090
H -4.50 -7.55 3.54 0.086
H -2.32 -3.10 3.18 0.056
H -2.61 -2.15 1.88 0.060
C 2.85 1.07 -3.73 -0.047
C 1.90 -0.01 -4.28 -0.410
C 1.41 0.15 -5.74 -0.227
O 1.15 1.48 -6.00 -0.177
C -0.06 1.96 -5.43 -0.077
N 2.30 -1.40 -4.08 0.062
H 3.33 0.72 -2.81 0.041
H 2.38 2.07 -3.53 0.079
H 3.71 1.29 -4.41 0.090
H 1.02 0.05 -3.64 0.100
H 0.62 -0.59 -5.95 0.080
H 2.17 -0.22 -6.40 0.118
H -0.85 1.22 -5.68 0.098
H -0.28 2.96 -5.86 0.094
H 0.06 2.15 -4.35 0.060
H 3.18 -1.70 -4.45 0.072
H 2.03 -1.87 -3.20 0.055
```